[1]
Molecular formula: C24H66AsF6N6O6
Method: DFT, ωB97M-V/def2-TZVPD

Computed properties:
- energy above the lowest of the compared OMol25 structures with the same formula, charge and spin (kJ/mol) = 490.8
- lowest unoccupied orbital energy (hartree) = 0.0774
- HOMO-LUMO gap (eV) = 9.12
- charge = -1

Each line ends with the Mulliken charge.
Geometry (Å):
H  -17.991  17.160  34.542  0.23
N  -17.778  17.028  33.563  -0.82
H  -19.770  19.574  37.033  0.23
C  -17.464  25.820  35.526  -1.62
C  -19.283  18.428  39.528  0.87
H  -6.868  26.117  43.026  0.41
N  -18.924  24.451  36.944  -0.59
H  -17.765  19.715  39.025  0.26
H  -10.195  19.564  41.828  0.28
H  -9.484  28.056  42.891  0.28
H  -8.692  20.975  40.056  0.25
C  -8.345  18.507  40.103  -0.78
H  -17.258  26.510  36.343  0.38
H  -19.685  16.938  41.028  0.37
H  -18.827  24.643  33.525  0.42
C  -9.259  19.412  42.365  -1.29
H  -8.523  26.696  46.166  0.28
H  -17.884  17.933  29.455  0.37
F  -12.832  24.055  38.111  -0.51
H  -20.149  21.775  33.307  0.22
H  -18.057  23.576  44.545  0.37
F  -14.962  23.285  39.264  -0.51
H  -18.023  24.416  37.398  0.25
H  -20.453  23.181  32.410  0.34
H  -20.989  19.268  40.504  0.35
H  -14.997  16.953  33.603  0.32
H  -21.523  19.652  36.479  0.35
H  -18.448  18.055  41.556  0.40
H  -16.556  18.732  29.200  0.34
H  -19.081  18.022  38.537  0.21
F  -11.839  21.793  38.288  -0.52
H  -7.235  20.760  40.028  0.29
H  -18.708  23.493  36.706  0.24
C  -17.489  18.909  29.737  -0.89
C  -18.301  25.626  42.568  -0.73
H  -15.532  18.154  31.297  0.39
H  -9.050  28.107  45.406  0.31
H  -14.929  18.738  33.640  0.39
O  -17.347  19.118  31.115  -0.25
H  -18.072  28.103  40.433  0.26
H  -9.443  26.389  42.189  0.40
H  -18.038  16.990  40.336  0.37
H  -5.053  27.736  44.609  0.32
H  -19.283  23.135  41.347  0.23
C  -17.593  27.287  40.975  -0.76
C  -16.561  18.043  31.639  -0.94
C  -18.389  23.257  43.557  -1.56
H  -17.245  25.358  42.534  0.37
C  -7.142  26.644  43.940  -0.68
H  -16.884  17.091  31.218  0.44
H  -8.913  25.385  44.166  0.37
O  -21.159  19.745  38.541  -0.37
H  -7.422  18.352  39.545  0.37
C  -19.070  24.103  34.441  -0.79
H  -16.697  26.947  40.455  0.28
C  -18.884  17.588  40.674  -1.63
H  -17.887  19.457  40.557  0.17
H  -18.341  23.293  34.468  0.37
H  -18.602  17.213  33.009  0.26
C  -16.819  18.058  33.174  0.77
H  -19.037  22.383  43.622  0.40
C  -20.810  19.316  37.233  -0.81
H  -15.717  17.698  34.964  0.39
H  -6.641  26.120  44.754  0.38
H  -7.170  19.144  41.791  0.33
C  -20.776  18.775  39.556  -0.89
C  -15.520  17.861  33.904  -1.46
O  -20.394  23.527  34.472  -0.27
C  -8.746  26.458  44.259  0.21
O  -8.498  17.147  40.629  -0.35
F  -12.509  22.900  40.352  -0.53
H  -10.642  26.937  43.262  0.41
H  -17.248  27.717  41.915  0.35
C  -9.567  26.988  43.091  -1.48
H  -9.237  18.794  39.546  0.45
H  -4.968  28.084  42.931  0.29
O  -18.605  26.283  41.328  -0.34
H  -20.623  23.309  42.163  0.26
H  -19.548  25.960  35.634  0.21
H  -9.872  16.417  39.229  0.29
F  -14.006  20.903  39.486  -0.50
H  -17.364  26.413  34.617  0.42
H  -19.912  24.734  43.632  0.32
C  -19.180  24.411  42.892  0.54
N  -19.884  23.848  41.734  -0.65
H  -21.387  17.906  39.311  0.36
C  -18.848  25.124  35.641  0.49
H  -5.429  29.411  44.050  0.23
As  -13.431  22.472  38.809  2.05
C  -8.087  19.490  41.316  0.34
H  -8.713  15.248  39.789  0.25
H  -8.184  16.598  38.670  0.28
H  -20.820  18.239  37.065  0.35
H  -16.634  25.114  35.501  0.39
H  -17.600  22.977  42.859  0.42
N  -9.187  27.114  45.531  -0.70
C  -20.662  22.734  33.382  -0.71
H  -9.335  20.304  42.987  0.40
N  -18.467  19.597  39.742  -0.57
H  -17.293  19.010  33.413  0.21
H  -18.502  26.416  43.292  0.24
H  -21.742  22.624  33.474  0.26
H  -9.188  18.448  42.869  0.31
F  -14.209  22.056  37.275  -0.49
C  -5.518  28.346  43.835  -0.77
O  -6.884  28.042  43.991  -0.26
C  -8.823  16.293  39.499  -0.70
H  -17.972  19.722  29.195  0.27
N  -7.958  20.815  40.731  -0.73

---

[2]
Molecular formula: C24H66ClN2O13
Method: DFT, ωB97M-V/def2-TZVPD

Computed properties:
- lowest unoccupied orbital energy (alpha / beta) (hartree) = -0.0217 / -0.0218
- spin multiplicity = 2
- HOMO-LUMO gap (alpha / beta) (eV) = 8.32 / 9.19
- <S²> = 0.75

Each line ends with the Mulliken spin population.
Geometry (Å):
H  3.599  -2.709  -0.863  -0.01
H  -6.177  -6.626  0.411  0.00
H  1.802  -1.111  -3.087  0.00
H  -4.434  -2.997  3.332  0.00
C  -3.733  2.567  1.231  0.00
O  -4.368  -2.714  0.477  0.00
C  -0.346  5.197  -4.810  0.00
C  3.120  0.670  -2.198  0.00
C  1.281  0.039  0.228  0.02
H  8.777  2.240  -4.419  0.00
H  -7.409  -4.935  -0.523  0.00
O  -1.381  5.896  2.019  0.00
H  0.533  6.649  2.088  0.00
C  2.563  -2.249  -0.493  0.02
C  -2.343  -1.054  -2.105  0.00
H  -1.871  2.030  1.164  0.00
H  1.781  -2.416  -1.345  0.00
O  -6.835  -4.686  0.220  0.00
H  -5.692  -1.092  3.529  0.00
H  -0.519  7.309  0.797  0.00
H  -6.518  -2.545  4.170  0.00
H  7.175  0.780  -5.163  0.00
H  -0.013  5.524  -5.798  0.00
C  2.732  -0.640  -0.062  0.03
O  -2.729  1.573  1.140  0.00
H  2.227  -2.924  0.414  0.00
H  -2.891  -0.438  -1.273  0.00
C  -5.674  -1.865  4.301  0.00
C  -4.904  -1.404  0.450  0.00
H  6.282  1.936  1.037  0.00
H  -6.498  -4.909  -3.326  0.00
H  7.962  0.622  1.874  0.00
C  -0.480  6.973  1.836  0.00
C  0.040  3.517  -0.543  0.00
H  8.046  0.816  0.095  0.00
H  -0.771  7.796  2.493  0.00
H  -1.219  5.782  -4.510  0.00
H  -4.106  -0.689  0.661  0.00
H  -5.919  -2.782  -3.952  0.00
C  -6.651  -5.846  1.011  0.00
H  -5.321  -1.201  -0.540  0.00
C  3.488  -0.737  1.432  0.00
H  -0.048  -1.327  -1.802  0.00
H  -4.867  -3.442  -2.661  0.00
H  2.061  -4.010  3.215  0.00
H  -0.601  4.135  -4.847  0.00
O  -0.470  4.472  -1.353  0.00
H  -1.098  5.182  1.423  0.00
H  -0.252  -1.799  7.254  0.00
O  6.852  1.619  -4.792  0.00
N  3.690  0.125  -0.924  0.33
H  7.976  1.345  -3.091  0.00
C  2.712  -0.425  -3.343  0.00
H  0.488  -0.854  0.254  0.00
H  1.282  0.448  1.350  0.00
C  0.299  -2.596  7.759  0.00
H  -0.391  -3.399  8.030  0.00
H  -1.482  1.207  -0.886  0.00
H  9.118  1.772  1.153  0.00
H  4.059  1.864  -3.997  0.00
O  -6.781  -4.195  -2.730  0.00
H  4.593  -1.134  1.329  0.00
C  -0.770  -0.505  -2.207  0.00
C  7.837  2.081  -3.886  0.00
N  0.540  2.455  0.160  0.00
H  -0.091  -3.603  3.890  0.00
C  1.959  1.767  -1.827  0.06
H  -6.008  -5.600  1.859  0.00
H  -0.699  1.737  -2.540  0.00
H  1.761  -3.805  7.356  0.00
C  8.123  1.330  1.057  0.00
O  7.153  2.359  1.124  0.00
H  0.778  -2.194  8.656  0.00
H  -3.622  3.113  2.170  0.00
Cl  -3.186  -0.835  -3.754  0.00
H  -7.619  -6.193  1.381  0.00
H  3.382  0.246  2.057  0.00
C  0.599  -2.801  3.618  0.00
H  1.078  -2.399  4.515  0.00
H  -5.099  -3.327  0.287  0.00
H  2.892  -1.591  2.005  0.00
O  0.702  5.401  -3.881  0.00
H  -6.171  -2.296  -2.256  0.00
H  5.325  0.907  -2.869  0.00
H  1.434  2.061  -2.853  0.00
H  -3.646  3.253  0.385  0.00
H  2.388  0.198  -4.308  0.00
H  4.549  2.577  -2.316  0.00
O  4.400  1.025  -0.222  0.57
C  -5.880  -3.118  -2.913  0.00
H  0.048  -2.004  3.113  0.00
H  3.681  -1.027  -3.692  0.00
O  1.589  -3.305  2.740  0.00
C  0.824  1.253  -0.767  -0.02
H  -5.737  -1.394  5.285  0.00
H  2.543  2.748  -1.479  0.00
H  -5.683  -1.312  1.211  0.00
H  0.378  5.102  -3.014  0.00
O  -4.462  -2.592  4.216  0.00
C  -0.556  1.001  -1.610  0.00
O  1.289  -3.100  6.881  0.00
H  7.503  3.026  -3.450  0.00
C  4.355  1.571  -2.887  -0.01
H  -4.713  2.085  1.206  0.00
H  -0.559  -0.435  -3.381  0.00
H  -2.354  -2.191  -1.799  0.00